Formula: C8H13NO2
Source: OMol25
Level of theory: ωB97M-V/def2-TZVPD

Calculated values
HOMO level (spin up / spin down) = -6.4 / -6.7 eV
E_LUMO (spin up / spin down) = 0.0229 / 0.0275 Eh
Max |F| = 3.7 eV/Å
Total energy = -14087.0878 eV

```
24
Properties=species:S:1:pos:R:3:forces:R:3:mulliken_charge:R:1
C 1.7291 -0.9518 2.0617 -1.77 -1.66 -1.51 0.333
C 2.0081 -0.1939 0.7863 3.62 -0.03 -0.79 -0.377
C 0.1840 1.8469 0.5512 -0.24 -0.43 1.33 -0.647
C -0.4307 1.7462 -0.8535 0.38 2.71 -0.23 -0.453
C 0.8668 0.6341 1.0691 -1.48 0.31 -0.39 0.043
C -1.2150 -0.4099 -1.0031 -0.86 -0.01 0.10 0.849
C -2.2164 -1.2852 -0.4226 -0.53 -0.17 0.52 -1.240
C -0.1393 -0.9733 -1.7900 2.20 2.88 -0.94 -1.083
N 0.5878 -0.1661 2.1974 -2.05 1.62 1.70 -0.141
O 2.0480 -2.0322 2.4701 0.41 0.34 0.98 -0.594
O -1.5142 0.9083 -0.9843 -0.12 -0.03 -0.09 -0.424
H 3.0094 0.2173 0.8705 0.31 0.85 0.04 0.284
H 2.1256 -0.7668 -0.1226 -0.52 -0.52 -0.16 0.232
H 0.8406 2.7325 0.6137 -0.07 -0.19 -0.37 0.359
H -0.6054 2.0431 1.2916 -0.11 0.16 -0.30 0.306
H -0.8251 2.7438 -1.1594 0.33 -0.45 0.45 0.399
H 0.3843 1.5759 -1.5477 0.09 -0.41 -0.30 0.205
H -2.3481 -2.1146 -1.0833 0.16 -1.13 -0.10 0.359
H -3.2460 -0.9279 -0.2903 0.51 0.58 0.22 0.324
H -1.7546 -1.5675 0.5284 -0.67 -0.71 0.32 0.207
H -0.3301 -1.6909 -2.5516 -0.55 -0.90 -0.37 0.466
H 0.6867 -1.2490 -1.1609 0.31 -1.08 0.28 0.095
H 0.3732 -0.1063 -2.3183 -0.68 -1.01 0.12 0.275
H -0.2187 -0.0128 2.8474 1.35 -0.70 -0.49 0.223
```
Forces are in eV/Å.



Formula: C8H13NO3S
Source: OMol25
Level of theory: ωB97M-V/def2-TZVPD

Calculated values
HOMO level = -9.2 eV
E_LUMO = 0.0196 Eh
Max |F| = 5.6 eV/Å
Total energy = -26971.9639 eV

```
26
Properties=species:S:1:pos:R:3:forces:R:3:mulliken_charge:R:1
O -2.0018 2.3014 -0.3098 0.37 0.97 -0.01 -0.616
C -1.3932 1.3513 0.1260 -2.39 1.62 -0.78 0.212
O -1.3067 1.1576 1.4137 2.29 -3.23 0.30 -0.366
C -1.0711 0.2470 -0.7131 0.78 0.98 -5.50 0.219
C -2.4636 -0.4709 -1.0468 0.45 -0.33 0.91 -0.716
C -2.3007 -1.5553 0.0888 -1.43 0.28 -0.20 -0.542
C -0.7599 -1.8267 0.2517 -0.03 -0.53 1.64 -0.560
N -0.0664 -0.6605 -0.1984 0.44 1.83 -0.61 0.068
C 1.1698 -0.2701 0.5371 -3.35 0.85 -3.53 0.472
O 1.6046 -1.0743 1.2923 1.27 0.06 1.06 -0.568
C 1.8021 1.0303 -0.1041 -1.44 -1.13 -1.27 -0.150
C 3.2644 1.0896 0.2369 1.30 1.58 0.90 -0.845
S 4.5118 -0.1148 -0.5138 -1.54 -0.16 1.38 -0.226
H -1.6723 1.9092 1.7626 -1.57 3.16 1.97 0.348
H -0.9138 0.7227 -1.8052 0.72 -0.77 2.39 0.116
H -3.4262 0.2289 -0.8944 2.50 -1.57 -0.60 0.285
H -2.4663 -1.0379 -2.1035 0.13 1.71 2.32 0.353
H -2.8379 -2.2943 -0.4859 -0.02 -1.47 1.14 0.374
H -2.9074 -1.2577 1.0453 1.51 -0.67 -1.71 0.252
H -0.4136 -1.7223 1.3404 -1.00 -2.01 -1.11 0.267
H -0.3540 -2.6907 -0.3712 -0.82 0.54 1.42 0.288
H 1.3994 2.0690 0.2704 0.07 -2.25 -0.79 0.232
H 1.5527 0.8215 -1.2970 0.85 1.05 3.06 0.257
H 3.3400 1.1626 1.4178 0.22 -0.26 -2.52 0.297
H 3.5310 2.1018 -0.2155 0.46 -1.30 0.85 0.399
H 4.1791 -1.2176 0.2758 0.22 1.06 -0.72 0.150
```
Forces are in eV/Å.



Formula: C8H13NO3S2
Source: OMol25
Level of theory: ωB97M-V/def2-TZVPD

Calculated values
HOMO level = -9.2 eV
E_LUMO = -0.0039 Eh
Max |F| = 4.7 eV/Å
Total energy = -37808.2397 eV

```
27
Properties=species:S:1:pos:R:3:forces:R:3:mulliken_charge:R:1
C -0.0037 -0.3661 -0.3285 1.37 -2.67 -0.10 0.025
C -1.7807 2.7592 0.9440 1.82 -0.36 2.46 0.197
C 0.6416 1.9371 1.3500 0.74 -0.44 -0.26 -0.535
C -0.8960 1.7535 1.7061 0.84 -0.05 2.09 0.158
C -0.4757 -0.5997 1.0833 2.58 1.17 -2.23 0.525
C 0.0741 -2.3428 -1.9109 -1.13 -2.70 0.44 -1.570
C 1.9605 -0.8040 -1.8495 1.30 1.03 0.32 -1.303
C 0.8668 -1.4845 -0.9991 -0.24 2.99 -1.18 0.344
N -1.3331 0.3683 1.4834 -0.40 0.24 0.35 -0.296
O -2.2019 2.4457 -0.2013 -0.42 -1.99 -4.25 -0.501
O -0.3120 0.6247 -0.9460 -1.15 1.00 -0.70 -0.758
O -2.0255 3.8038 1.4493 -0.47 1.66 1.05 -0.573
S 1.4720 0.3265 1.4218 -0.92 -0.56 0.82 -0.133
S -0.5859 -2.1395 1.8904 -0.61 0.92 2.45 -0.210
H 0.7698 2.1693 0.2907 -0.37 0.61 0.15 0.255
H 1.3282 2.6258 1.9533 -1.69 -0.71 -0.52 0.413
H -1.0070 1.8935 2.8550 0.01 0.33 -2.04 0.352
H -0.7096 -2.9584 -1.3970 0.48 0.47 0.11 0.338
H -0.5634 -1.7479 -2.5894 1.08 -0.46 -0.54 0.351
H 0.8145 -3.1673 -2.2402 -1.44 1.57 -0.61 0.403
H 1.5797 0.2124 -2.0321 0.53 -0.12 0.05 0.280
H 2.0837 -1.2098 -2.8643 -0.08 -0.36 0.50 0.407
H 3.0091 -0.7376 -1.3626 -1.87 -0.13 -0.62 0.245
H 1.2887 -2.0141 -0.2320 1.15 -1.62 1.88 0.683
H -1.8970 -0.0109 2.1985 -0.83 0.23 1.07 0.279
H -1.6874 1.6892 -0.6678 -0.58 0.93 1.28 0.495
H -0.4097 -3.0263 0.9950 0.27 -0.99 -1.97 0.130
```
Forces are in eV/Å.



Formula: C8H13NS
Source: OMol25
Level of theory: ωB97M-V/def2-TZVPD

Calculated values
HOMO level (spin up / spin down) = -7.3 / -7.2 eV
E_LUMO (spin up / spin down) = 0.0259 / 0.0221 Eh
Max |F| = 5.2 eV/Å
Total energy = -20826.5987 eV

```
23
Properties=species:S:1:pos:R:3:forces:R:3:mulliken_charge:R:1
C 1.3436 -1.6881 -1.0480 2.51 0.33 -1.22 -0.216
C 0.1790 -3.6225 0.4652 -0.92 1.95 0.17 -0.277
C 0.5702 -0.7832 -0.5977 -3.04 -2.93 3.05 -0.802
C -0.5685 -2.5917 0.8180 1.22 2.10 -1.31 -0.120
C 0.0622 1.2429 -1.8052 1.69 -0.50 0.26 -1.531
C 1.4490 1.3330 0.3502 -2.23 -0.65 1.32 -1.373
C -1.0185 0.8300 0.4059 2.15 3.34 1.17 -2.000
C 0.2350 0.5899 -0.3762 1.47 2.18 -1.52 2.221
N -1.6711 -2.1605 1.5238 -0.62 0.31 -0.20 -0.696
S 1.4032 -3.4165 -0.7374 0.94 0.05 -0.85 -0.121
H 2.2172 -1.2514 -1.6106 -0.42 -1.20 0.07 0.238
H 0.2048 -4.6202 0.8258 -0.37 -0.78 0.50 0.433
H -0.9257 1.0850 -2.1602 -0.87 -0.33 -0.51 0.430
H 0.2338 2.3179 -1.7735 0.04 0.10 0.13 0.391
H 0.8117 0.7855 -2.5146 -0.86 0.56 0.62 0.345
H 2.1695 1.5532 -0.4159 0.79 -0.09 0.14 0.451
H 1.0244 2.3194 0.7749 0.92 -1.51 -0.50 0.301
H 1.7560 0.5990 1.1843 0.10 1.56 -1.22 0.385
H -0.8290 0.4903 1.4324 -0.47 0.25 -0.11 0.340
H -1.0528 2.0097 0.3841 -0.66 -2.27 0.41 0.408
H -1.8377 0.4098 -0.0615 -1.91 -0.86 -0.70 0.526
H -2.4798 -2.1786 0.9189 -0.50 -1.07 -0.23 0.313
H -1.7042 -1.1466 1.6651 1.04 -0.54 0.53 0.357
```
Forces are in eV/Å.



Formula: C8H14
Source: OMol25
Level of theory: ωB97M-V/def2-TZVPD

Calculated values
HOMO level = -9.0 eV
E_LUMO = 0.0377 Eh
Max |F| = 6.2 eV/Å
Total energy = -8519.7717 eV

```
22
Properties=species:S:1:pos:R:3:forces:R:3:mulliken_charge:R:1
C 1.7112 0.2978 0.2259 -3.77 1.07 -4.78 -1.089
C 0.3606 -0.0068 0.0219 1.96 -0.16 2.61 0.388
C -0.5316 -0.3849 1.1712 1.45 1.57 -1.15 -0.592
C -0.7427 -1.5056 1.7923 2.07 -2.28 0.58 0.487
C -1.4489 -1.4788 3.0929 -2.08 0.41 0.97 -0.986
C -0.4532 0.2644 -1.1724 -0.73 0.62 -1.96 -0.647
C 0.4744 0.4462 -2.3689 -0.04 1.12 -2.54 -0.521
C 0.6541 1.9718 -2.4735 3.14 0.12 1.37 -1.071
H 2.3453 0.0206 0.9699 0.99 -0.72 2.60 0.439
H 2.2344 0.9031 -0.5945 -0.71 -1.23 1.15 0.150
H -0.9718 0.5351 1.5353 -0.41 0.04 0.34 0.144
H -0.1859 -2.4490 1.4365 -1.08 1.39 0.60 0.291
H -0.9526 -1.7647 4.0497 0.56 0.45 -0.99 0.274
H -2.2354 -2.2769 3.0754 -0.09 1.05 0.00 0.272
H -1.8538 -0.3775 3.2117 0.33 -2.43 0.07 0.227
H -1.1685 -0.5104 -1.4963 0.29 -0.30 1.13 0.352
H -1.1767 1.1936 -1.0313 1.62 -1.56 -0.21 0.295
H 1.5486 0.0100 -2.3559 -2.15 0.31 0.56 0.348
H 0.0227 0.0711 -3.3548 0.45 0.33 1.41 0.329
H -0.1661 2.6085 -2.7624 -0.34 -0.27 -0.97 0.399
H 1.6660 2.1072 -3.0540 -2.08 0.69 1.01 0.251
H 0.7502 2.3047 -1.3658 0.61 -0.22 -1.79 0.261
```
Forces are in eV/Å.



Formula: C8H14
Source: OMol25
Level of theory: ωB97M-V/def2-TZVPD

Calculated values
HOMO level = -9.1 eV
E_LUMO = 0.0150 Eh
Max |F| = 11.2 eV/Å
Total energy = -8509.0170 eV

```
22
Properties=species:S:1:pos:R:3:forces:R:3:mulliken_charge:R:1
C -1.5363 -0.1495 2.2197 -2.25 1.34 -0.77 -0.605
C -1.0691 -1.3906 1.3727 2.13 10.98 -0.10 -0.767
C -0.2445 -1.0538 0.3854 -0.74 -8.23 1.80 -0.661
C 0.5242 -0.0734 -0.2089 1.14 2.67 -4.38 1.852
C 1.5099 -0.7821 -1.2257 2.59 -1.28 0.88 -0.813
C 1.0821 0.9624 0.6845 -1.00 3.61 0.80 -1.205
C -0.4107 0.7115 -1.0760 -3.80 1.79 -4.73 -0.077
C -0.1963 1.1545 -2.4237 -2.95 -0.68 0.18 -1.061
H -2.7357 -0.5487 2.7415 3.80 2.03 -1.39 0.243
H -1.6499 0.6355 1.1006 -0.40 -1.67 4.51 0.002
H -0.6776 0.6142 3.1783 -2.74 -2.87 -3.03 0.227
H -1.2258 -2.2734 1.6583 -1.39 -7.04 2.00 0.674
H 0.1890 -2.0540 0.0538 -1.17 0.93 -0.14 -0.117
H 2.8267 -0.1532 -1.0253 -4.14 -1.99 -1.29 0.214
H 0.8569 -0.7347 -2.5468 2.74 -0.75 4.44 0.246
H 1.6240 -2.0575 -0.5261 0.36 3.77 -3.11 0.237
H 1.4267 0.4755 1.6527 -0.12 1.25 -1.08 0.256
H 1.8315 1.6515 0.0737 -1.33 -1.54 1.74 0.477
H 0.0000 1.7153 0.8164 3.76 -1.88 0.57 0.216
H -1.6448 0.8277 -0.5999 4.00 -0.07 -1.71 0.096
H -1.1929 1.4956 -3.1627 2.95 -0.66 2.77 0.173
H 0.7126 1.0271 -3.1426 -1.44 0.30 2.05 0.392
```
Forces are in eV/Å.